# 1
Molecular formula: C36H50AuN4O2P2Si2
Method: DFT, ωB97M-V with the def2-TZVPD basis set

Positions of all 97 atoms, in Å:
Au 0.4358 -1.0889 -0.7263
C 1.7951 -0.1200 -4.2202
Si -0.0014 0.2770 -3.9373
C -1.0984 -0.9944 -4.7155
C -0.4468 1.9359 -4.6348
N -0.3243 0.2789 -2.2118
P -0.5595 1.5081 -1.1785
C 0.1216 0.6848 0.1934
P -0.3955 0.0903 1.7445
N 0.1928 -1.4066 1.6569
Si 0.3457 -2.4987 3.0311
C 1.7261 -1.8728 4.1283
C 0.7845 -4.2023 2.4721
C -1.2016 -2.6025 4.0430
C -2.1748 0.1513 2.0259
C -2.9408 -0.9544 1.6449
C -4.3216 -0.9349 1.7854
C -4.9477 0.1861 2.3168
C -4.1955 1.2905 2.6926
C -2.8127 1.2748 2.5501
C 0.3527 1.1219 3.0021
C 1.5565 1.7632 2.6986
C 2.2557 2.4357 3.6920
C 1.7647 2.4575 4.9925
C 0.5714 1.8158 5.3035
C -0.1364 1.1504 4.3119
C -2.2862 2.0250 -1.1603
C -2.7016 3.2389 -0.6029
C -4.0358 3.6185 -0.6560
C -4.9698 2.7832 -1.2542
C -4.5743 1.5606 -1.7814
C -3.2383 1.1816 -1.7410
C 0.4444 2.9917 -1.4523
C -0.0476 4.1984 -1.9613
C 0.8108 5.2580 -2.2255
C 2.1736 5.1189 -2.0065
C 2.6834 3.9149 -1.5328
C 1.8293 2.8562 -1.2578
H 1.9344 -0.9592 -4.9147
H 2.2736 -0.3765 -3.2668
H 2.3271 0.7416 -4.6416
H -0.7121 -1.3071 -5.6967
H -2.1026 -0.5779 -4.8706
H -1.1958 -1.8861 -4.0859
H -0.7277 1.8143 -5.6887
H 0.3825 2.6485 -4.5766
H -1.3129 2.3663 -4.1155
H 2.1066 -0.9011 3.7921
H 2.5606 -2.5877 4.1446
H 1.3852 -1.7432 5.1618
H 1.6623 -4.1987 1.8118
H -0.0558 -4.6850 1.9640
H 1.0293 -4.8240 3.3472
H -1.6298 -1.6197 4.2713
H -0.9696 -3.0967 4.9961
H -1.9738 -3.1894 3.5333
H -2.4471 -1.8289 1.2328
H -4.9107 -1.7947 1.4856
H -6.0258 0.1984 2.4394
H -4.6866 2.1675 3.0976
H -2.2354 2.1472 2.8356
H 1.9321 1.7359 1.6825
H 3.1823 2.9449 3.4529
H 2.3142 2.9773 5.7684
H 0.1916 1.8358 6.3183
H -1.0640 0.6484 4.5616
H -1.9882 3.8801 -0.0981
H -4.3470 4.5646 -0.2273
H -6.0109 3.0837 -1.3033
H -5.3081 0.9018 -2.2327
H -2.9222 0.2381 -2.1688
H -1.0996 4.3128 -2.1791
H 0.4144 6.1883 -2.6163
H 2.8419 5.9464 -2.2183
H 3.7503 3.8015 -1.3783
H 2.2287 1.9181 -0.8946
N 5.0852 -1.2150 -0.1931
C 3.7515 -1.3168 0.0595
N 3.3637 -1.2932 1.3541
O 2.9439 -1.4181 -0.8811
H 5.7765 -1.2802 0.5305
H 5.3771 -1.3237 -1.1459
H 4.0196 -1.1101 2.0927
H 2.3721 -1.2118 1.5588
C 2.1295 -3.9662 -2.7278
C 1.8174 -4.5700 -1.3365
C 0.3429 -4.2670 -1.1327
O 0.1090 -3.0367 -1.8613
C 0.8686 -3.1799 -3.1021
H 2.3291 -4.7397 -3.4663
H 2.9941 -3.3074 -2.6787
H 2.4140 -4.0810 -0.5647
H 2.0106 -5.6417 -1.2931
H 0.0585 -4.0821 -0.1128
H -0.3014 -5.0395 -1.5542
H 1.0689 -2.1843 -3.4818
H 0.2444 -3.7139 -3.8161

Results
maximum force = 1.4 eV Å⁻¹
frontier orbital gap (spin up / spin down) = 0.24812 / 0.24816 hartree
lowest unoccupied orbital energy (spin up / spin down) = -3.451 / -3.451 eV
net charge = +1
multiplicity = 1
relative energy (zero: lowest compared OMol25 entry of this formula, charge and spin) = 0.0 kcal per mole
HOMO (spin up / spin down) = -10.20 / -10.20 eV

Atom charges from the Mulliken analysis, given in e for atoms 1 to 2: Au 1.555; C -0.997



# 2
Molecular formula: C5H8O
Method: DFT, ωB97M-V with the def2-TZVPD basis set

Positions of all 14 atoms, in Å:
C 0.9602 1.0236 -1.9478
C 1.2495 1.1001 -0.4410
C 0.1755 0.5143 0.3663
C -0.7024 0.0018 1.0152
C -1.7411 -0.7371 1.7461
O -1.4858 -2.1266 1.7849
H 0.1819 1.7388 -2.2331
H 1.8636 1.2436 -2.5251
H 0.6218 0.0190 -2.2181
H 2.1766 0.5638 -0.2121
H 1.4104 2.1427 -0.1418
H -2.7229 -0.5254 1.2998
H -1.7791 -0.4099 2.7873
H -1.2554 -2.3973 0.8877

Results
maximum force = 0.5 eV Å⁻¹
frontier orbital gap = 0.38745 hartree
lowest unoccupied orbital energy = 0.898 eV
SMILES = CCC#CCO
multiplicity = 1
relative energy (zero: lowest compared OMol25 entry of this formula, charge and spin) = 47.4 kcal per mole
HOMO = -9.65 eV

Atom charges from the Mulliken analysis, given in e for atoms 1 to 2: C -1.061; C -0.533



# 3
Molecular formula: C57H77FIrN5O5
Method: DFT, ωB97M-V with the def2-TZVPD basis set

Positions of all 146 atoms, in Å:
Ir -1.3004 -1.1395 1.5123
C -3.0454 -3.6359 3.2795
N -2.1463 -2.5163 3.5934
C -0.9212 -3.0212 4.2265
C -2.8447 -1.5673 4.4818
C -3.2527 -0.3013 3.7830
N -2.1136 0.3312 3.1134
C -1.0714 0.6778 4.0992
C 0.2183 1.1545 3.5200
C 0.6620 2.4485 3.7677
C 1.9459 2.8433 3.4386
C 2.7780 1.8410 2.9604
C 2.3790 0.5159 2.7212
C 1.0211 0.1985 2.8880
O 0.4945 -1.0142 2.5775
C 3.4409 -0.5421 2.3491
C 3.3619 -0.8278 0.8541
C 4.8685 -0.0870 2.6823
C 3.2032 -1.8543 3.1153
C 2.4186 4.2785 3.7043
C 3.8406 4.5166 3.1984
C 2.3972 4.5663 5.2118
C 1.4831 5.2659 2.9933
C -2.5495 1.5676 2.4511
C -3.5258 1.4668 1.3118
C -4.0839 2.6497 0.9202
C -4.8774 2.7615 -0.2265
C -5.1510 1.5937 -0.9693
C -4.6419 0.3622 -0.6451
C -3.7896 0.2683 0.5364
O -3.3108 -0.8779 0.8853
C -4.8926 -0.8588 -1.5303
C -3.5378 -1.3428 -2.0929
C -5.7767 -0.5254 -2.7331
C -5.6307 -1.9583 -0.7350
C -5.3411 4.1440 -0.6763
C -4.0855 4.9902 -0.9708
C -6.1644 4.8015 0.4411
C -6.1924 4.0985 -1.9445
H -3.3686 -4.1359 4.2020
H -2.5408 -4.3628 2.6494
H -3.9314 -3.2727 2.7480
H -1.1474 -3.5325 5.1720
H -0.2276 -2.1994 4.3973
H -0.4373 -3.7307 3.5548
H -2.2137 -1.3572 5.3422
H -3.7547 -2.0192 4.8847
H -3.6859 0.3898 4.5166
H -4.0148 -0.5190 3.0381
H -0.8508 -0.2186 4.6698
H -1.4851 1.4231 4.7885
H -0.0220 3.1474 4.2515
H 3.8132 2.0958 2.7760
H 3.5749 0.0778 0.2696
H 2.3592 -1.1737 0.6212
H 4.0857 -1.6092 0.5676
H 5.2142 0.7273 2.0376
H 5.5523 -0.9306 2.5348
H 4.9573 0.2406 3.7220
H 2.2592 -2.3235 2.8319
H 3.1755 -1.6750 4.1963
H 4.0300 -2.5467 2.9075
H 4.5669 3.8666 3.6974
H 4.1306 5.5525 3.4031
H 3.9171 4.3519 2.1170
H 3.0657 3.8823 5.7431
H 1.3921 4.4422 5.6259
H 2.7220 5.5932 5.4158
H 1.4762 5.0836 1.9133
H 1.8110 6.2971 3.1669
H 0.4539 5.1780 3.3552
H -1.6628 2.0590 2.0590
H -2.9774 2.2360 3.2093
H -3.8511 3.5416 1.4987
H -5.7648 1.6837 -1.8525
H -3.1153 -0.5661 -2.7407
H -3.6897 -2.2500 -2.6900
H -2.8093 -1.5645 -1.3171
H -5.3176 0.2259 -3.3837
H -6.7689 -0.1725 -2.4336
H -5.9150 -1.4348 -3.3239
H -5.1356 -2.2082 0.1988
H -5.7082 -2.8671 -1.3438
H -6.6461 -1.6281 -0.4955
H -3.5073 5.1850 -0.0635
H -4.3863 5.9546 -1.3939
H -3.4273 4.4793 -1.6801
H -5.6132 4.8483 1.3834
H -7.0941 4.2521 0.6199
H -6.4229 5.8254 0.1538
H -5.6298 3.7110 -2.7999
H -6.5162 5.1129 -2.1912
H -7.0905 3.4863 -1.8148
F 3.9241 -4.1810 -2.2695
C 3.3568 -2.9988 -2.5909
C 2.3194 -2.5511 -1.8338
C 1.7260 -1.3339 -2.1024
C 0.6498 -0.8346 -1.2041
O 0.3309 -1.5157 -0.2416
C 0.0594 0.4122 -1.5920
C 0.5197 1.0398 -2.6997
N 1.5348 0.6145 -3.4912
C 1.9802 1.4273 -4.6096
C 2.0269 2.9075 -4.4481
C 3.3042 2.1241 -4.5082
C 2.1675 -0.5906 -3.1959
C 3.2209 -1.0753 -3.9769
C 3.8535 -2.2552 -3.6732
N 4.9476 -2.6646 -4.4960
C 5.5120 -4.0145 -4.3389
C 6.6213 -4.1905 -5.3839
N 6.3226 -3.2569 -6.5329
C 6.5664 -1.8283 -6.0935
C 6.0291 -1.6886 -4.6693
C -1.0014 1.1319 -0.8139
O -1.5813 2.0670 -1.3649
O -1.1883 0.7434 0.3972
H 1.9627 -3.1388 -0.9898
H 0.0391 1.9642 -2.9927
H 1.6946 1.0411 -5.5789
H 1.7455 3.3243 -3.4895
H 1.7407 3.5063 -5.3022
H 3.8500 2.0049 -3.5786
H 3.9149 2.1917 -5.3991
H 3.5264 -0.5246 -4.8597
H 4.7279 -4.7450 -4.5087
H 5.9354 -4.2036 -3.3545
H 6.6688 -5.2070 -5.7570
H 7.6020 -3.9061 -5.0156
H 5.3321 -3.3408 -6.7563
H 6.8569 -3.4851 -7.3641
H 6.0433 -1.1913 -6.7999
H 7.6335 -1.6412 -6.1592
H 5.6660 -0.6782 -4.5371
H 6.8216 -1.8437 -3.9289
C -1.3494 -5.5822 -0.1621
C -2.5100 -4.8163 -0.2113
C -2.5330 -3.5314 0.3278
C -1.3887 -3.0025 0.9109
C -0.2306 -3.7719 0.9707
C -0.2129 -5.0600 0.4464
H -1.3318 -6.5796 -0.5866
H -3.4090 -5.2187 -0.6684
H -3.4422 -2.9577 0.3067
H 0.6576 -3.3660 1.4493
H 0.6930 -5.6538 0.5130

Results
maximum force = 3.4 eV Å⁻¹
frontier orbital gap (spin up / spin down) = 0.17194 / 0.17265 hartree
lowest unoccupied orbital energy (spin up / spin down) = -3.223 / -3.223 eV
net charge = +1
multiplicity = 2
relative energy (zero: lowest compared OMol25 entry of this formula, charge and spin) = 42.7 kcal per mole
HOMO (spin up / spin down) = -7.90 / -7.92 eV

Atom charges from the Mulliken analysis, given in e for atoms 1 to 2: Ir 2.992; C -1.372